Entry 1:
DFT (ωB97M-V/def2-TZVPD) results for a cluster of 4 separate species, C36H49NO14S3 in total in a non-equilibrium geometry.

Output
- SMILES: CC(=O)N(C)c1ccc2c(c1)C(=O)c1c(COc3ccccc3)cc(CCCO)cc1C2=O.CCOS(C)(=O)=O.CCOS(C)(=O)=O.CCOS(C)(=O)=O
- HOMO-LUMO gap: 7.83 eV
- E_LUMO: -0.83 eV
- Strongest force on any atom: 1.781 eV/Å

Element x y z (Å)
C  4.9120  -6.6634  4.1038
C  3.3969  -6.6838  3.8697
O  2.9651  -7.1703  2.8435
N  2.5581  -6.0849  4.8761
C  1.1461  -6.4085  4.5735
C  2.7769  -4.6424  4.7404
C  3.1090  -3.8861  5.8466
C  3.2751  -2.5190  5.7167
C  3.1113  -1.9442  4.4805
C  2.7909  -2.6848  3.3570
C  2.6294  -4.0439  3.5075
C  2.5752  -2.0635  1.9877
O  2.0147  -2.7493  1.1525
C  3.0345  -0.6482  1.7988
C  3.1902  -0.0208  0.5676
C  2.9378  -0.7514  -0.7481
O  1.8400  -0.1648  -1.4639
C  0.6638  -0.1850  -0.7196
C  -0.0065  -1.3899  -0.6030
C  -1.1760  -1.4754  0.1124
C  -1.6830  -0.3391  0.7276
C  -0.9974  0.8459  0.6054
C  0.1756  0.9594  -0.1260
C  3.5794  1.2935  0.4775
C  3.8296  2.0474  1.6151
C  4.2106  3.5062  1.4447
C  5.4472  3.6450  0.5009
C  6.5502  4.5294  1.1195
O  6.8295  4.0863  2.4466
C  3.7148  1.4195  2.8422
C  3.3293  0.1051  2.9439
C  3.2496  -0.4526  4.3486
O  3.3307  0.2742  5.3211
H  5.2136  -5.6315  4.3223
H  5.3980  -6.9846  3.1820
H  5.1403  -7.3387  4.9345
H  1.0706  -7.4906  4.4202
H  0.5000  -6.1735  5.4252
H  0.7814  -5.9311  3.6572
H  3.2030  -4.3649  6.8178
H  3.5313  -1.9500  6.6048
H  2.3645  -4.6240  2.6254
H  2.8555  -1.8349  -0.6494
H  3.8137  -0.5637  -1.3869
H  0.4290  -2.2695  -1.0715
H  -1.6897  -2.4300  0.2048
H  -2.6040  -0.3826  1.3025
H  -1.3876  1.7532  1.0623
H  0.6878  1.9117  -0.2303
H  3.6717  1.7597  -0.5020
H  3.3593  3.9993  0.9507
H  4.3369  4.0059  2.4092
H  5.1208  3.9823  -0.4905
H  5.8722  2.6379  0.3763
H  7.4561  4.3971  0.5102
H  6.2179  5.5720  1.0845
H  7.5143  3.4173  2.3547
H  3.9143  1.9806  3.7527
O  -2.3458  3.5064  -1.0157
S  -1.9798  3.8179  -2.3644
O  -0.6996  4.3745  -2.6788
O  -3.1146  4.7334  -3.0070
C  -3.4864  5.9400  -2.3154
C  -2.4611  7.0404  -2.5110
C  -2.2389  2.3979  -3.3728
H  -3.6519  5.7382  -1.2553
H  -4.4402  6.2542  -2.7377
H  -1.5186  6.7928  -2.0227
H  -2.8252  7.9779  -2.0892
H  -2.2489  7.1836  -3.5708
H  -3.2274  1.9961  -3.1673
H  -1.4723  1.6692  -3.1131
H  -2.1432  2.6873  -4.4163
O  -6.9587  6.0862  -4.1990
S  -8.2007  6.7402  -3.9133
O  -8.2761  7.8088  -2.9670
O  -9.2900  5.6384  -3.5414
C  -8.9793  4.7080  -2.4869
C  -9.1193  5.3335  -1.1128
C  -8.9327  7.2718  -5.4247
H  -7.9808  4.2917  -2.6330
H  -9.6888  3.8882  -2.5883
H  -8.3629  6.1007  -0.9497
H  -9.0055  4.5753  -0.3374
H  -10.0938  5.8106  -1.0050
H  -8.9152  6.4481  -6.1334
H  -8.3416  8.1053  -5.7983
H  -9.9514  7.5950  -5.2259
O  0.8538  -5.0913  -3.7945
S  -0.1576  -6.0377  -3.4359
O  -1.3176  -5.6402  -2.7009
O  0.5282  -7.2692  -2.6923
C  1.3635  -6.9933  -1.5491
C  0.5535  -6.6771  -0.3067
C  -0.6722  -6.9089  -4.8783
H  2.0638  -6.1885  -1.7799
H  1.9511  -7.8944  -1.3806
H  0.0216  -5.7316  -0.4131
H  1.2072  -6.6026  0.5638
H  -0.1928  -7.4516  -0.1272
H  0.2082  -7.2496  -5.4166
H  -1.2459  -6.2165  -5.4907
H  -1.2954  -7.7473  -4.5777

***

Entry 2:
DFT (ωB97M-V/def2-TZVPD) results for a cluster of 2 separate species, C26H48N4O6 in total in a non-equilibrium geometry.

Output
- SMILES: COCCCCCCCC[C@@](C#N)(CCN)[C@](C#N)(CCC(=O)O)CC(=O)N(C)C.COCCOC
- HOMO-LUMO gap: 9.51 eV
- E_LUMO: 0.18 eV
- Strongest force on any atom: 6.942 eV/Å
- ΔE to the lowest compared entry with this formula, charge and spin: 749.1 kJ/mol

Element x y z (Å)
C  -0.2310  5.0509  -0.9613
O  -0.9720  4.2941  0.0622
C  -2.0015  3.4821  -0.5505
C  -2.8321  2.7335  0.6055
C  -1.9588  2.2380  1.8623
C  -1.2132  0.8209  1.6297
C  0.0686  0.8964  0.6503
C  0.0900  -0.4791  -0.2056
C  0.3106  -1.7153  0.8462
C  0.9864  -3.0143  0.1841
C  -0.0195  -4.0364  -0.5443
C  -1.5728  -3.5494  -0.5146
N  -2.7565  -3.3384  -0.4380
C  0.3596  -4.0294  -2.1437
C  -0.5171  -2.9249  -2.9737
N  0.2156  -2.7640  -4.3005
C  0.0639  -5.5596  -0.0156
C  -1.2444  -6.3142  -0.6259
N  -2.1728  -7.0700  -0.8461
C  0.1539  -5.7364  1.5786
C  -0.9743  -4.9769  2.4334
C  -2.4238  -5.6552  2.4195
O  -3.4291  -4.8590  2.4351
O  -2.6967  -7.0483  2.3796
C  1.3325  -6.3981  -0.6252
C  2.7574  -5.8060  -0.1968
O  3.3718  -6.0909  0.8907
N  3.4918  -4.8647  -1.1112
C  4.3659  -3.9306  -0.3417
C  4.2524  -5.6142  -2.1577
H  0.7409  5.4456  -0.4850
H  -0.9172  5.8939  -1.3217
H  0.0409  4.2807  -1.7781
H  -2.6742  4.0802  -1.2894
H  -1.4989  2.6479  -1.1920
H  -3.3222  1.7800  0.1526
H  -3.6939  3.4170  0.9581
H  -1.2269  3.0358  2.2750
H  -2.7149  2.0531  2.7284
H  -1.9769  0.1004  1.1403
H  -0.9653  0.4058  2.6750
H  0.1089  1.8266  -0.0150
H  1.0083  0.9017  1.3273
H  0.9666  -0.4390  -0.9478
H  -0.9442  -0.5529  -0.7318
H  -0.6410  -1.9058  1.4525
H  1.0884  -1.2996  1.6076
H  1.6370  -3.5044  1.0152
H  1.7607  -2.6223  -0.5899
H  1.4714  -3.8404  -2.3357
H  0.0853  -5.0395  -2.6520
H  -0.5041  -1.8879  -2.4886
H  -1.5641  -3.3025  -3.2440
H  -0.2271  -2.0166  -4.8537
H  1.2146  -2.5849  -4.1234
H  1.1748  -5.4663  2.0336
H  0.0145  -6.8723  1.7889
H  -0.6175  -5.0022  3.5412
H  -1.1143  -3.8720  2.1777
H  -3.6881  -7.1006  2.2873
H  1.2477  -6.5954  -1.7480
H  1.2544  -7.4415  -0.1172
H  5.4058  -4.3461  -0.0829
H  4.5577  -3.0154  -1.0361
H  3.8471  -3.4971  0.5948
H  4.6172  -4.9062  -3.0007
H  3.4941  -6.3416  -2.6547
H  5.1641  -6.1867  -1.7499
C  1.3028  9.5867  -0.1863
O  0.5156  8.4389  0.1005
C  0.1588  8.3572  1.4800
C  -1.2889  8.7836  1.7035
O  -1.4617  10.1785  1.4571
C  -2.0701  10.4333  0.1985
H  1.3826  9.6838  -1.2710
H  0.8511  10.4979  0.2134
H  2.3083  9.4599  0.2284
H  0.8414  8.9515  2.0971
H  0.2655  7.3083  1.7747
H  -1.5475  8.6116  2.7527
H  -1.9721  8.1890  1.0867
H  -3.1291  10.1561  0.2366
H  -1.5747  9.8897  -0.6095
H  -1.9964  11.5035  -0.0052

***

Entry 3:
DFT (ωB97M-V/def2-TZVPD) results for a cluster of 2 separate species, C6H17N3 in total in a non-equilibrium geometry.

Output
- SMILES: C=C(N)N.CCN(C)C
- HOMO-LUMO gap: 8.17 eV
- E_LUMO: 0.93 eV
- Strongest force on any atom: 4.702 eV/Å
- ΔE to the lowest compared entry with this formula, charge and spin: 207.8 kJ/mol

Element x y z (Å)
C  -0.2380  1.5213  0.7653
C  -0.4071  0.6924  -1.6569
C  -2.0248  -0.2058  -0.0015
C  -0.2407  2.9901  0.3766
N  -0.9137  0.6441  -0.3130
H  -0.7458  1.3822  1.7197
H  0.8020  1.1838  0.8741
H  -0.2551  1.7141  -1.9975
H  0.5888  0.2335  -1.6832
H  -1.0564  0.1642  -2.3558
H  -1.6919  -1.0662  0.5951
H  -2.4957  -0.6273  -0.8905
H  -2.7458  0.3266  0.6186
H  0.3507  3.1649  -0.5199
H  0.2006  3.5743  1.1836
H  -1.2519  3.3420  0.1841
C  1.0196  -1.6885  0.2522
N  1.3571  -2.0047  -1.0887
N  0.2925  -2.7512  0.8265
C  1.8902  -1.0064  1.0560
H  -0.4582  -3.0748  0.2321
H  1.4115  -2.9951  -1.2824
H  2.1941  -1.5366  -1.4066
H  -0.0290  -2.5405  1.7597
H  1.8197  -1.0857  2.1268
H  2.6274  -0.3507  0.6254